[1]
{
  "formula": "C17H15N3O2S",
  "method": "ωB97M-V/def2-TZVPD",
  "smiles": "[H]/N=C(\\CSc1nc(-c2ccccc2)c(-c2ccccc2)o1)NO",
  "total_energy_ev": -37268.304,
  "homo_lumo_gap_ev": 8.2,
  "e_lumo_ev": 0.1,
  "elements": ["H", "N", "C", "C", "S", "C", "N", "C", "C", "C", "C", "C", "C", "C", "C", "C", "C", "C", "C", "C", "C", "O", "N", "O", "H", "H", "H", "H", "H", "H", "H", "H", "H", "H", "H", "H", "H", "H"],
  "coordinates": [[2.9526, -4.1824, 1.6078], [2.0885, -4.1926, 1.0493], [0.9626, -3.6494, 1.5114], [0.8807, -3.2592, 3.0233], [1.8083, -1.6440, 3.2839], [0.9027, -0.4217, 2.3239], [-0.1782, -0.8539, 1.7811], [-0.3460, 0.1443, 0.7469], [-1.5825, 0.2429, 0.0410], [-2.8361, 0.1975, 0.6817], [-3.9902, 0.1658, -0.1281], [-3.8782, 0.1219, -1.5388], [-2.6356, 0.2206, -2.1674], [-1.5170, 0.2280, -1.4070], [0.7823, 0.9742, 0.7485], [1.1531, 1.9734, -0.2617], [0.2380, 2.9127, -0.8419], [0.6492, 3.8705, -1.7571], [1.9978, 3.9698, -2.0870], [2.9913, 3.0564, -1.5685], [2.4803, 2.0922, -0.5851], [1.5257, 0.7518, 1.8231], [0.0392, -3.2840, 0.5580], [0.3075, -3.6090, -0.8279], [1.2884, -4.1419, 3.5126], [-0.1896, -3.0571, 3.2071], [-2.8871, 0.0832, 1.7825], [-4.8743, 0.2542, 0.4006], [-4.7954, 0.0881, -2.1493], [-2.5871, 0.2153, -3.2880], [-0.4630, 0.3310, -1.8770], [-0.8074, 2.8543, -0.4733], [0.0716, 4.6005, -2.2834], [2.4445, 4.7313, -2.6961], [4.0822, 3.0275, -1.8042], [3.1405, 1.3013, -0.2589], [-0.5022, -2.4193, 0.8794], [1.2827, -3.6941, -0.9615]],
  "atomic_forces_ev_per_a": [[-1.22, -0.24, 0.45], [-1.66, 0.93, -0.06], [4.53, -0.50, -1.60], [-1.92, 1.39, -3.01], [0.65, 0.17, 0.75], [1.20, -2.03, 1.05], [0.26, 3.79, -1.02], [2.15, 0.45, 1.53], [-1.30, -0.74, -2.62], [0.71, -0.41, -0.75], [2.60, 0.07, -1.20], [-1.04, 0.55, 0.96], [-1.11, -0.54, -1.42], [2.76, 0.87, 1.43], [-4.03, -0.01, -2.08], [-0.49, 2.02, 0.07], [-0.73, -0.69, 0.94], [1.25, -0.36, 0.14], [3.18, -1.95, 0.95], [-2.64, -0.69, 1.71], [1.88, 0.73, -2.59], [0.04, -3.49, 1.35], [-0.30, -0.42, 1.08], [-0.59, 0.94, 1.56], [0.20, 0.73, 0.63], [0.56, -0.29, 0.66], [-0.04, 0.37, -0.82], [-2.04, -0.22, 0.45], [0.53, 0.02, 0.40], [0.02, 0.02, 1.26], [-1.98, -0.41, 0.78], [0.73, 0.17, -0.59], [-1.05, 0.07, 0.32], [-0.57, 0.45, -0.56], [-1.25, 0.37, 0.05], [0.30, 0.17, 0.34], [0.83, -1.44, -1.65], [-0.41, 0.17, 1.13]],
  "lowdin_charge": [0.038, 0.058, -0.470, -0.345, 0.944, -0.575, 0.102, -0.152, -0.192, -0.016, -0.066, -0.077, -0.108, -0.044, -0.191, -0.168, -0.019, -0.083, -0.089, -0.020, -0.026, 0.100, -0.026, -0.046, 0.084, 0.073, 0.123, 0.072, 0.106, 0.124, 0.151, 0.127, 0.099, 0.088, 0.107, 0.110, 0.122, 0.084]
}

---

[2]
{
  "formula": "C17H15N6OPd",
  "method": "ωB97M-V/def2-TZVPD",
  "charge": 1,
  "total_energy_ev": -32335.319,
  "homo_lumo_gap_ev": [9.2, 7.1],
  "e_lumo_ev": [-2.7, -4.9],
  "spin_multiplicity": 3,
  "elements": ["Pd", "C", "N", "C", "C", "N", "C", "C", "C", "C", "C", "C", "N", "C", "N", "C", "C", "C", "C", "C", "C", "N", "H", "H", "H", "H", "H", "H", "H", "H", "H", "H", "H", "H", "H", "H", "H", "O", "C", "N"],
  "coordinates": [[-0.3951, 0.8711, 2.0609], [-2.4811, 1.9718, -0.1460], [-1.4105, 2.5921, 0.6484], [-0.3465, 3.2317, -0.1363], [0.7750, 2.2663, -0.3235], [1.0497, 1.3847, 0.5941], [2.1556, 0.6610, 0.1417], [2.8372, -0.4038, 0.7219], [3.9115, -0.9137, 0.0242], [4.2974, -0.3824, -1.2179], [3.6234, 0.6703, -1.8026], [2.5444, 1.1828, -1.0912], [1.6334, 2.2035, -1.3596], [-2.2058, 0.5139, -0.3307], [-1.5836, -0.1616, 0.5884], [-1.5314, -1.4877, 0.1619], [-0.9714, -2.6100, 0.7633], [-1.0930, -3.8063, 0.0885], [-1.7490, -3.8838, -1.1521], [-2.3025, -2.7745, -1.7575], [-2.1823, -1.5720, -1.0698], [-2.5951, -0.2714, -1.3564], [-3.4166, 2.0649, 0.4063], [-2.6169, 2.4710, -1.1078], [-1.8027, 3.2522, 1.3053], [-0.7055, 3.6038, -1.0982], [0.0324, 4.0853, 0.4265], [2.5275, -0.8048, 1.6773], [4.4749, -1.7402, 0.4356], [5.1458, -0.8132, -1.7328], [3.9213, 1.0678, -2.7639], [1.6427, 2.8155, -2.1583], [-0.4716, -2.5304, 1.7188], [-0.6794, -4.7090, 0.5168], [-1.8225, -4.8426, -1.6488], [-2.7997, -2.8456, -2.7165], [-3.1321, 0.0180, -2.1563], [-0.6821, -0.7597, 5.9431], [-0.7535, -0.1380, 4.9560], [-0.8425, 0.5229, 3.9472]],
  "atomic_forces_ev_per_a": [[-0.45, 0.86, -0.03], [-0.05, -0.04, -0.04], [0.04, -0.02, 0.12], [0.02, 0.02, -0.03], [0.03, 0.13, -0.01], [0.26, -0.82, 0.00], [-0.08, 0.19, -0.01], [-0.04, 0.01, -0.02], [0.01, 0.00, -0.02], [0.01, -0.02, -0.01], [-0.02, 0.05, -0.04], [-0.05, -0.03, 0.03], [0.12, 0.04, -0.12], [-0.08, 0.12, 0.03], [0.57, -0.65, 0.23], [-0.14, 0.18, -0.09], [0.00, 0.03, -0.03], [-0.01, 0.01, -0.03], [0.02, -0.05, 0.00], [-0.04, 0.05, -0.07], [0.04, 0.03, 0.07], [-0.08, -0.09, -0.11], [-0.04, 0.04, 0.01], [0.01, 0.05, -0.03], [-0.06, 0.06, -0.05], [-0.07, 0.03, -0.02], [-0.01, 0.05, 0.01], [0.03, -0.02, 0.04], [-0.02, 0.01, 0.01], [-0.02, 0.01, 0.02], [0.01, 0.00, 0.03], [0.00, 0.00, 0.00], [0.00, -0.05, 0.04], [0.00, 0.02, 0.01], [0.01, 0.03, 0.03], [0.00, 0.01, 0.05], [-0.01, 0.02, 0.00], [0.04, 0.04, -0.01], [-0.24, 0.13, -0.33], [0.27, -0.43, 0.39]],
  "lowdin_charge": [1.049, -0.097, -0.086, -0.101, -0.310, 0.026, -0.207, -0.008, -0.063, -0.065, -0.004, -0.171, 0.189, -0.307, 0.050, -0.205, -0.006, -0.063, -0.066, -0.005, -0.171, 0.187, 0.144, 0.129, 0.128, 0.130, 0.143, 0.111, 0.112, 0.113, 0.118, 0.175, 0.111, 0.112, 0.113, 0.118, 0.174, 0.130, -0.516, -0.113]
}

---

[3]
{
  "formula": "C17H16Cl3O4SiTi",
  "method": "ωB97M-V/def2-TZVPD",
  "total_energy_ev": -94642.059,
  "homo_lumo_gap_ev": [6.9, 6.6],
  "e_lumo_ev": [-1.1, -1.3],
  "spin_multiplicity": 2,
  "elements": ["Ti", "Cl", "C", "C", "C", "Cl", "C", "O", "C", "C", "O", "C", "H", "H", "H", "Cl", "C", "C", "O", "O", "H", "H", "C", "Si", "C", "C", "C", "C", "C", "C", "C", "H", "H", "H", "H", "H", "H", "H", "H", "H", "H", "H"],
  "coordinates": [[1.2828, -0.3286, 0.7812], [4.6524, 5.1519, -2.8178], [3.8538, 4.0332, -1.7628], [3.4057, 4.4851, -0.5085], [2.7732, 3.6382, 0.3575], [2.2231, 4.1999, 1.8907], [2.5430, 2.2748, 0.0203], [1.9492, 1.4804, 0.8471], [2.9998, 1.8531, -1.2512], [2.8051, 0.5077, -1.6622], [2.2254, -0.3787, -1.0104], [3.6573, 2.7384, -2.1335], [3.5634, 5.5172, -0.2260], [3.2012, 0.2314, -2.6458], [3.9963, 2.3818, -3.0977], [1.0280, -2.9798, 0.0439], [0.1395, -3.4490, 1.5336], [0.4246, -2.4997, 2.6994], [0.2048, -2.8840, 3.8172], [0.8598, -1.3042, 2.3697], [0.4410, -4.4572, 1.7930], [-0.9212, -3.4145, 1.2891], [-1.0605, 0.8698, -1.8127], [-1.0670, 0.2835, -0.0137], [-1.8329, 1.6567, 1.0282], [-2.2111, -1.2201, 0.1090], [-2.2852, -2.1881, -0.8965], [-3.0406, -3.3422, -0.7398], [-3.7468, -3.5578, 0.4364], [-3.6981, -2.6073, 1.4469], [-2.9387, -1.4560, 1.2815], [-2.0630, 1.1551, -2.1425], [-0.6927, 0.0944, -2.4889], [-0.4120, 1.7433, -1.9270], [-2.8649, 1.8584, 0.7286], [-1.2582, 2.5790, 0.9129], [-1.8297, 1.4076, 2.0912], [-1.7361, -2.0457, -1.8211], [-3.0782, -4.0748, -1.5368], [-4.3345, -4.4582, 0.5623], [-4.2478, -2.7633, 2.3668], [-2.9097, -0.7320, 2.0885]],
  "atomic_forces_ev_per_a": [[-0.02, -0.11, 0.13], [0.00, 0.00, -0.01], [-0.03, 0.00, 0.06], [0.05, 0.11, -0.04], [-0.07, -0.18, 0.05], [0.01, 0.02, -0.01], [0.06, 0.26, -0.02], [-0.02, -0.15, 0.15], [-0.05, -0.08, 0.03], [0.10, 0.14, -0.22], [-0.04, -0.24, -0.01], [0.00, 0.01, -0.01], [0.00, -0.01, 0.00], [0.01, -0.05, 0.00], [0.00, 0.00, 0.00], [0.01, 0.13, 0.02], [0.03, 0.07, 0.06], [-0.05, -0.01, -0.06], [0.01, 0.06, -0.06], [0.02, 0.05, -0.09], [-0.01, -0.01, 0.00], [-0.01, -0.01, 0.00], [0.01, -0.03, -0.02], [-0.14, 0.02, -0.08], [0.02, 0.01, 0.02], [0.01, 0.00, 0.12], [0.02, 0.02, -0.02], [0.01, 0.00, -0.02], [-0.01, 0.00, 0.01], [0.01, 0.00, 0.00], [0.02, -0.02, -0.01], [0.00, -0.01, 0.02], [0.01, 0.01, 0.00], [0.00, -0.01, 0.00], [0.01, -0.01, -0.01], [0.00, -0.01, 0.00], [0.00, 0.02, 0.00], [0.01, 0.00, 0.00], [0.00, 0.00, 0.00], [0.00, 0.00, 0.00], [0.00, 0.00, 0.00], [0.01, 0.00, -0.01]],
  "lowdin_charge": [0.894, 0.681, -0.663, -0.100, -0.573, 0.740, -0.342, -0.178, -0.125, -0.136, -0.141, -0.052, 0.113, 0.146, 0.121, 0.680, -0.391, -0.656, 0.107, -0.209, 0.090, 0.062, -0.222, 0.571, -0.222, -0.312, -0.132, -0.095, -0.099, -0.090, -0.110, 0.033, 0.017, 0.019, 0.034, 0.021, 0.023, 0.095, 0.101, 0.100, 0.104, 0.098]
}

---

[4]
{
  "formula": "C17H16IN4O2Pb",
  "method": "ωB97M-V/def2-TZVPD",
  "charge": 1,
  "total_energy_ev": -41283.681,
  "homo_lumo_gap_ev": 6.2,
  "e_lumo_ev": -4.3,
  "elements": ["Pb", "C", "C", "N", "C", "C", "C", "O", "C", "C", "N", "C", "C", "C", "C", "C", "C", "I", "C", "O", "H", "H", "H", "H", "H", "H", "H", "H", "H", "H", "H", "H", "N", "C", "C", "C", "N", "H", "H", "H", "H"],
  "coordinates": [[1.2401, -1.6847, 0.2851], [-3.7522, -2.1734, -0.0654], [-3.2637, -0.7422, -0.1063], [-4.1345, 0.1922, 0.0362], [-3.7981, 1.4736, 0.0209], [-2.5030, 1.9483, 0.0009], [-2.4786, 3.4563, -0.1061], [-1.1915, 4.1034, -0.1462], [-1.4409, 0.9844, 0.0719], [-0.0991, 1.4796, 0.3367], [1.0651, 0.9661, 0.1772], [2.1663, 1.7834, 0.1402], [1.9767, 3.2004, 0.0717], [3.0234, 4.1127, 0.0551], [4.2726, 3.6366, -0.0360], [4.4939, 2.2513, -0.1464], [3.5188, 1.2953, -0.0727], [4.0936, -0.5195, -0.9168], [-1.8600, -0.3761, -0.0958], [-1.0404, -1.4024, 0.0633], [-4.8143, -2.1976, -0.0097], [-3.3711, -2.7548, 0.8026], [-3.4318, -2.7102, -0.9695], [-4.6763, 2.2086, 0.0885], [-3.0914, 3.8209, 0.7588], [-3.0095, 3.7893, -1.0172], [-1.4402, 5.0055, -0.3688], [-0.2359, 2.4756, 0.6997], [0.9539, 3.5229, -0.0012], [2.7706, 5.1559, 0.1947], [5.2059, 4.2557, 0.1001], [5.5937, 2.0570, -0.1238], [2.1301, -4.8516, 0.2074], [1.6782, -6.1505, -0.0062], [0.3009, -6.1238, -0.1419], [-0.0581, -4.7444, 0.0110], [1.0872, -4.0183, 0.2462], [3.0717, -4.4945, 0.3308], [2.3918, -6.8877, 0.0377], [-0.2579, -7.0480, -0.3396], [-1.0859, -4.2951, -0.0673]],
  "atomic_forces_ev_per_a": [[-1.32, 1.93, 0.39], [1.46, -0.38, -0.07], [1.47, -0.18, 0.41], [-1.65, 0.41, -0.22], [-0.95, 1.43, 0.17], [-0.15, -0.23, -0.02], [-0.20, 0.70, 0.41], [-0.78, -0.33, 0.18], [-0.95, -0.86, -0.63], [-1.38, -0.06, 0.02], [-0.85, -1.92, -0.72], [1.93, 1.82, -0.87], [0.30, -1.55, 0.25], [-1.97, 0.38, 0.31], [2.88, -0.53, 0.71], [2.36, 1.24, 0.72], [-1.83, 1.34, -0.11], [-0.05, -0.33, 0.15], [0.38, -0.59, 1.13], [1.52, -0.25, -0.29], [-0.82, 0.21, -0.06], [0.02, 0.54, -0.43], [-0.06, 0.07, 0.18], [1.42, -1.08, -0.21], [0.63, -0.02, -0.55], [0.03, -0.54, 0.29], [0.51, 0.21, 0.01], [0.54, 0.59, 0.19], [0.10, 0.46, 0.16], [0.23, 0.09, -0.32], [-1.36, -0.50, -0.47], [-1.16, -0.64, -0.49], [-1.48, -1.87, -0.23], [-0.49, 3.20, 0.41], [0.70, 0.49, 0.08], [0.98, -0.57, -0.01], [-2.36, -1.22, -0.74], [-0.29, -0.34, 0.03], [1.20, -1.84, -0.18], [-0.08, 0.93, 0.18], [1.52, -0.22, 0.26]],
  "lowdin_charge": [1.369, -0.023, -0.261, 0.111, -0.116, -0.132, -0.183, -0.084, -0.044, -0.068, -0.045, -0.292, 0.011, -0.072, -0.092, -0.205, -0.631, 0.927, -0.259, -0.325, 0.066, 0.087, 0.082, 0.150, 0.140, 0.137, 0.099, 0.100, 0.077, 0.120, 0.136, 0.113, -0.007, -0.038, -0.026, -0.082, -0.249, 0.161, 0.099, 0.120, 0.128]
}

---

[5]
{
  "formula": "C17H16N2O4S",
  "method": "ωB97M-V/def2-TZVPD",
  "smiles": "Cc1ccc(S(=O)(=O)Nc2c(C(=O)O)[nH]c3ccccc23)cc1C",
  "total_energy_ev": -39894.836,
  "homo_lumo_gap_ev": 8.4,
  "e_lumo_ev": 0.4,
  "elements": ["C", "C", "C", "C", "C", "S", "O", "O", "N", "C", "C", "C", "O", "O", "N", "C", "C", "C", "C", "C", "C", "C", "C", "C", "H", "H", "H", "H", "H", "H", "H", "H", "H", "H", "H", "H", "H", "H", "H", "H"],
  "coordinates": [[4.7041, 0.5182, -3.4773], [3.7086, 0.1355, -2.4266], [4.1184, -0.0472, -1.1110], [3.2152, -0.4013, -0.1237], [1.8916, -0.5745, -0.4726], [0.7114, -1.0193, 0.7835], [1.4014, -1.1682, 2.0369], [-0.1464, -2.0814, 0.3586], [-0.2261, 0.4183, 0.9010], [-1.5580, 0.2385, 1.2445], [-2.5089, -0.4277, 0.4906], [-2.4315, -0.9685, -0.8508], [-1.6236, -0.6792, -1.7015], [-3.4522, -1.8172, -1.1100], [-3.6817, -0.5047, 1.2174], [-3.5145, 0.1119, 2.4125], [-4.4037, 0.3047, 3.4666], [-3.9418, 0.9702, 4.5791], [-2.6253, 1.4415, 4.6571], [-1.7407, 1.2642, 3.6200], [-2.1815, 0.5928, 2.4770], [1.4571, -0.3989, -1.7690], [2.3596, -0.0405, -2.7614], [1.8835, 0.1519, -4.1670], [4.7296, -0.2296, -4.2688], [4.4321, 1.4696, -3.9326], [5.7003, 0.6086, -3.0529], [5.1594, 0.0890, -0.8565], [3.5148, -0.5519, 0.9008], [0.2481, 1.0325, 1.5502], [-3.3482, -2.1723, -2.0055], [-4.5043, -0.9811, 0.8895], [-5.4184, -0.0593, 3.4093], [-4.6053, 1.1329, 5.4153], [-2.3062, 1.9518, 5.5534], [-0.7256, 1.6272, 3.6879], [0.4112, -0.5410, -1.9866], [2.3809, -0.5458, -4.8398], [2.1051, 1.1605, -4.5135], [0.8114, -0.0100, -4.2242]],
  "atomic_forces_ev_per_a": [[-0.04, -0.01, 0.04], [-0.01, -0.02, 0.15], [-0.09, -0.01, -0.05], [0.02, -0.05, 0.20], [-0.29, -0.11, 0.49], [0.24, 0.29, 0.53], [0.22, 0.19, -0.19], [0.04, 0.20, -0.31], [0.70, -0.51, -0.36], [-1.06, -0.59, -0.44], [0.26, 0.48, 0.56], [0.10, 0.02, -0.94], [-0.18, -0.04, 0.27], [-0.26, -0.21, 0.25], [-0.10, -0.22, -0.26], [0.46, 0.32, 0.20], [-0.10, 0.03, 0.12], [-0.18, -0.12, -0.12], [0.26, 0.13, 0.06], [-0.08, -0.04, 0.04], [-0.36, -0.14, -0.03], [0.02, 0.01, -0.26], [-0.08, -0.07, 0.26], [0.02, -0.01, 0.04], [0.05, -0.02, -0.11], [0.03, 0.07, -0.09], [0.07, 0.02, -0.01], [0.10, 0.01, 0.02], [0.11, 0.00, 0.10], [0.15, 0.05, -0.01], [0.14, 0.22, 0.06], [0.05, 0.03, 0.05], [-0.11, -0.03, 0.02], [-0.07, 0.00, 0.05], [0.04, 0.04, 0.06], [0.10, 0.04, 0.06], [-0.09, 0.03, -0.14], [0.00, -0.02, -0.12], [-0.01, 0.07, -0.10], [-0.08, 0.00, -0.08]],
  "lowdin_charge": [-0.042, -0.225, -0.028, -0.053, -0.273, 0.710, -0.295, -0.252, -0.011, -0.191, -0.107, -0.464, 0.092, 0.114, 0.147, -0.190, -0.015, -0.089, -0.094, -0.018, -0.097, -0.006, -0.212, -0.036, 0.086, 0.085, 0.077, 0.112, 0.109, 0.112, 0.134, 0.163, 0.109, 0.101, 0.099, 0.110, 0.089, 0.085, 0.085, 0.081]
}